No. 1
Here is a molecular structure, C33H112B3N28NiO16 in a non-equilibrium geometry from the OMol25 dataset. Energies are from the ωB97M-V functional and the def2-TZVPD basis.

Geometry as XYZ:
```
193
Properties=species:S:1:pos:R:3:mulliken_charge:R:1
O -16.0730 -10.7729 -4.0593 1.26
H -13.2431 -8.6635 -0.3334 -2.00
H -15.3898 -11.2816 -4.5021 -0.20
H -11.3851 -14.9491 -0.4911 0.43
B -15.2023 -11.7636 1.4814 5.02
H -17.3947 -11.0958 5.3759 0.25
C -11.9377 -10.5757 1.9587 -0.80
H -15.0655 -4.2410 -0.3160 0.13
N -9.7073 -8.3388 0.5011 -0.17
C -15.0679 -2.7828 -3.8876 -0.85
H -17.0850 -16.1768 0.1286 0.56
N -15.9730 -5.7886 2.8238 -0.08
H -14.5912 -12.4867 -1.9188 0.02
C -18.7215 -10.8097 -6.7859 -1.36
H -10.9934 -14.0805 -1.9950 0.38
H -11.3305 -3.5628 -4.5024 0.28
H -14.2922 -9.0064 4.5429 -0.13
N -19.8236 -12.1077 -0.2295 -0.04
H -16.3441 -6.7276 2.7977 -0.25
H -17.0074 -12.6270 -7.0384 0.42
H -17.2234 -10.8067 -8.4866 0.35
C -17.8693 -10.1368 -7.9191 -0.81
C -17.9409 -11.4221 -5.5541 1.70
H -10.3215 -7.8823 -0.1580 0.09
N -12.2487 -6.3043 0.5062 0.62
H -16.4016 -12.7541 -0.2065 -0.56
C -17.2926 -14.4199 -1.0637 1.20
H -19.7893 -7.5154 0.9986 0.16
C -12.7259 -3.3738 -6.0071 0.16
H -12.7452 -7.3480 3.1476 -0.75
N -11.5581 -3.8701 -5.4372 -0.73
H -19.6332 -12.5325 -4.7258 0.67
H -18.0858 -9.0474 -3.9075 -0.30
H -15.0409 -2.5754 -2.8178 0.19
H -11.6311 -3.3678 1.1961 0.29
H -16.3673 -11.2422 4.0020 -0.40
H -9.8978 -7.1400 4.6154 0.08
H -15.7994 -8.3022 4.0498 -0.31
C -13.9100 -4.2954 -5.5340 -0.26
C -12.9582 -13.4767 -1.1530 2.75
O -11.8329 -6.2507 -4.0298 -0.82
C -18.5242 -14.7595 -1.8701 -0.56
H -18.2831 -8.7233 3.8461 0.21
O -21.5135 -10.7488 0.3456 -0.80
H -16.4170 -9.4766 -2.5972 -0.15
C -17.0489 -9.0188 -7.2876 -1.45
N -17.1178 -12.9985 -0.8754 1.87
C -17.6543 -12.6800 4.1959 0.48
C -17.1919 -15.1068 0.3069 -1.76
C -16.1758 -9.5767 -6.1022 1.83
B -14.9754 -8.9119 3.7132 3.06
H -14.9264 -13.5847 2.7662 -0.53
H -14.5137 -11.7347 2.3117 -0.26
N -11.4832 -10.7192 3.1935 -0.16
H -12.1033 -15.2915 -2.0213 0.40
C -18.9560 -11.7380 -4.4122 -1.73
H -14.0902 -9.8851 -7.0599 0.41
C -17.3643 -12.7137 -6.0122 -1.73
H -20.3819 -10.8505 2.4915 0.24
C -13.3636 -14.5975 3.4189 0.48
H -18.9162 -7.5381 -3.6950 0.21
H -19.3710 -11.5554 -7.2444 0.40
H -18.4697 -9.6595 -8.6936 0.48
H -18.1522 -13.4632 -5.9374 0.54
H -10.3842 -11.7742 1.3131 0.27
H -14.4700 -8.3713 2.9279 -1.76
C -11.8470 -7.0949 4.9165 0.56
H -15.3020 -11.1097 -7.3964 0.30
H -14.9005 -8.5064 -4.7230 -0.03
H -14.7844 -4.2744 -6.1845 0.41
O -17.7570 -6.8239 -1.6511 -0.92
C -15.4835 -5.4058 3.9817 0.48
N -15.9516 -4.5257 -0.7083 0.22
H -13.4738 -3.3380 -8.0436 0.35
O -13.6568 -4.5303 0.8724 -0.88
C -11.8024 -14.4669 -1.3751 -2.11
C -13.7860 -13.0727 -2.3617 -0.37
C -9.3607 -7.7865 1.5745 0.52
H -12.3941 -4.6021 -7.6750 0.27
H -18.6828 -14.0867 -2.7129 0.20
Ni -14.9665 -9.5936 1.5364 2.23
O -12.8310 -15.4112 4.1366 -0.80
H -16.5175 -12.9481 -5.3671 0.08
H -14.4735 -3.8319 4.7526 0.26
H -19.3578 -14.5552 -1.1982 0.44
N -11.8973 -7.0820 3.6276 0.19
H -20.2751 -12.1820 -1.1299 0.18
H -16.8899 -12.6146 -1.7814 -0.96
N -17.3695 -13.1549 3.0721 0.48
C -16.6896 -3.4605 -1.0636 0.37
N -19.8094 -11.2521 1.7628 -0.14
N -13.6884 -6.5832 -2.8770 0.66
H -11.6694 -13.8517 2.6599 0.10
H -19.6362 -10.9359 -4.1256 0.34
H -14.5836 -13.7533 0.1244 -0.46
H -19.0702 -11.8768 2.0518 0.06
C -17.5875 -7.8260 -2.2978 0.08
O -14.2026 -3.9455 -4.1608 -0.26
H -11.3016 -6.6394 0.4018 -0.29
H -16.4479 -14.8610 -1.5930 0.24
N -18.7198 -8.4507 2.9772 -0.29
H -11.7258 -2.8897 -7.9417 0.38
N -8.7701 -8.7039 2.3396 -0.33
H -14.5261 -10.9652 -5.7974 0.24
O -13.2041 -12.1976 -3.3361 -0.55
H -11.4442 -11.1170 0.0884 -0.20
C -12.5197 -3.5264 -7.5512 -1.49
H -14.1785 -7.0475 -2.1258 -0.67
H -14.6618 -7.7592 -0.9825 -2.05
H -13.7367 -10.4102 -2.4041 -0.32
H -20.4337 -16.3334 -2.3159 0.33
H -11.1025 -6.8655 3.0432 0.24
N -11.4994 -4.3680 1.2436 -0.21
O -9.6309 -6.6797 1.9428 -0.74
H -18.8388 -12.3314 -0.2434 0.20
H -12.5642 -12.6364 -0.5813 -1.83
H -19.7143 -15.9463 -3.8346 0.23
O -18.4443 -13.2286 5.0189 -0.85
H -14.7655 -11.4249 0.5547 -1.21
C -18.1666 -8.5103 1.8123 -0.17
H -16.4764 -8.5231 -8.0717 0.44
H -14.9148 -3.8828 2.9956 0.17
C -20.4203 -11.2801 0.6274 0.30
C -12.5457 -5.1067 0.9642 0.16
H -16.4572 -7.7025 -5.0525 0.34
H -17.9804 -4.8273 -1.8740 0.28
N -18.1704 -8.1637 -3.4257 0.06
N -17.1961 -11.5451 4.4934 0.13
H -9.4400 -9.2825 0.2598 0.24
O -17.1384 -9.0669 1.5615 -0.02
O -12.9275 -9.9337 1.7244 1.45
C -12.8572 -10.9056 -2.8155 -0.24
H -18.0912 -14.9575 0.9045 0.39
N -12.6786 -13.8141 2.6751 0.23
H -13.0221 -6.9498 0.4343 -0.49
H -15.2950 -9.9056 3.4399 -2.71
H -12.4707 -10.2764 -3.6172 0.35
H -17.5056 -14.1413 2.9032 0.17
H -16.1384 -2.9473 -4.0100 0.33
C -12.3958 -6.8185 -3.1487 0.16
H -11.8768 -10.1295 3.9128 0.22
H -19.3477 -10.0366 -6.3407 0.39
H -16.1102 -11.2061 1.6522 -0.86
H -15.5202 -12.7791 1.3028 -2.29
B -14.2914 -8.4321 -0.2248 8.14
H -15.2914 -15.1344 3.4942 0.24
H -10.4056 -6.5639 6.2185 0.23
O -18.3750 -16.1374 -2.2620 -0.41
O -12.8573 -7.1024 5.6573 -0.62
H -12.2638 -11.0767 -1.9173 0.26
N -16.9203 -10.4078 -5.1041 0.24
N -18.8424 -7.8457 0.8789 -0.32
C -14.9457 -10.4126 -6.6380 -1.41
H -16.9447 -12.5548 2.3797 -1.21
O -15.6018 -6.0826 4.9554 -0.63
H -13.2431 -13.2381 2.0672 -0.52
O -16.3779 -2.3507 -0.7610 -0.73
H -8.6750 -9.6934 2.1605 0.13
H -10.5293 -11.0511 3.2038 0.22
H -16.2034 -8.5962 -1.2058 -1.64
H -16.3295 -14.8978 0.9399 -0.02
N -13.7828 -14.2444 -0.2464 -0.41
H -14.7075 -1.9065 -4.4263 0.31
H -12.8856 -2.3101 -5.8307 0.45
H -19.6687 -8.1221 3.0859 0.17
H -19.6082 -17.6309 -3.0408 0.31
N -11.2229 -11.2708 1.0617 -0.20
H -14.1268 -5.7799 -3.3043 0.16
H -15.1428 -7.7307 -6.2573 0.77
H -18.5624 -11.8780 -3.4054 -0.19
C -15.6548 -8.3017 -5.4828 -2.49
H -15.8929 -5.2858 1.9514 0.18
N -16.8319 -8.8034 -1.9688 1.13
H -13.3268 -14.5814 0.5895 0.55
N -17.8043 -3.8715 -1.5991 -0.26
N -11.9016 -7.5719 -2.2096 0.63
H -8.3246 -8.3711 3.1828 0.26
H -11.5786 -4.8696 -5.2936 0.48
N -10.6113 -6.8848 5.2832 -0.36
N -14.6279 -14.4057 3.2731 0.21
H -14.9357 -9.2964 -0.1795 -0.87
H -16.2418 -5.4279 -1.0575 -0.02
H -14.1732 -14.0263 -2.7207 0.56
H -18.3436 -7.7420 0.0068 -0.25
H -17.7336 -8.2284 -6.9802 0.42
H -14.3970 -7.9522 0.7358 -1.38
N -14.9337 -4.2268 3.9450 -0.32
H -12.6075 -7.9426 -1.5896 -0.52
H -10.9157 -7.7784 -2.1353 0.21
H -13.6090 -5.3411 -5.4712 -0.02
H -10.6522 -4.9022 1.3744 0.20
H -18.4661 -3.1118 -1.6694 0.20
C -19.5640 -16.5467 -2.9374 -0.77
```

Results
Multiplicity   3
Strongest force on any atom   9.086 eV/Å
Charge   -1
HOMO level (spin up / spin down)   -6.05 / -6.05 eV
⟨S²⟩   2.004

---

No. 2
Here is a molecular structure, C33H12BF15GeIrN5S in a non-equilibrium geometry from the OMol25 dataset. Energies are from the ωB97M-V functional and the def2-TZVPD basis.

Geometry as XYZ:
```
69
Properties=species:S:1:pos:R:3:mulliken_charge:R:1
H -4.3110 2.7928 -2.6868 0.47
F -4.1196 0.2294 3.1495 -0.30
F 3.0908 -2.7883 4.7187 -0.28
H 1.5863 1.5419 -6.8796 0.41
C 0.9557 -4.3312 -3.5006 -0.68
C 2.1909 -1.0525 3.4138 0.51
F -0.1436 6.1058 5.1101 -0.28
Ge 0.9551 1.1597 1.7672 0.91
C -3.0086 -0.2318 2.5904 0.40
C -1.9694 2.1101 -0.5415 -0.43
F 3.6334 2.0613 2.3753 -0.34
F 5.7040 1.0125 3.8048 -0.27
C 0.9722 1.5600 -5.9974 -0.84
C 4.5712 0.3344 3.6705 0.05
C 0.1868 -3.6924 -2.5117 0.57
C 0.1586 -6.4566 -2.7138 0.68
H 1.5346 -6.2093 -4.3427 0.48
C 3.2329 -1.6024 4.1389 0.03
C -3.4532 2.5091 -2.1010 -0.28
Ir 0.3481 0.7932 -1.9464 1.68
C -2.9365 -1.5481 2.1661 0.54
S 1.6994 1.6505 -0.2750 -0.56
F 0.6394 4.2371 0.8881 -0.32
C -1.7833 -2.0180 1.5575 0.32
C -1.9111 0.5938 2.4210 0.65
C 0.9391 -5.7031 -3.5960 -0.60
F -3.9677 -2.3573 2.3292 -0.29
C 0.1594 -7.8885 -2.8127 -0.15
C 0.2428 3.7985 4.9491 0.25
C 2.3147 0.1762 2.7876 -0.53
B -2.2534 1.7066 -4.1903 -0.07
F 0.0612 3.6538 6.2550 -0.28
F 0.5605 1.4865 4.6897 -0.36
N 0.1577 -9.0345 -2.8881 -0.40
F 1.0404 -1.7309 3.3665 -0.22
C 1.3875 1.5238 -4.6870 -0.30
H -2.8423 2.5527 -4.8055 -0.08
C -0.7209 -1.1623 1.3713 -0.46
C 0.1801 -2.2952 -2.3838 2.47
C -0.7391 0.1462 1.8296 0.26
H -1.2087 -6.4230 -1.0506 0.50
C 0.1391 5.0516 4.3641 0.62
C -0.5920 -4.4589 -1.6242 -0.52
H -2.7936 0.6584 -4.4616 -0.08
H -3.9089 2.9824 0.0240 0.49
H -1.1544 1.6952 -6.7078 0.45
F -2.0142 1.8664 2.8208 -0.35
N -2.3788 1.9864 -2.6832 0.30
C 3.5181 0.8496 2.9447 0.26
C 0.6752 2.8260 2.7710 -0.08
C -3.2408 2.6039 -0.7287 -1.41
F 0.1668 6.4008 2.4425 -0.29
H -1.3817 2.0440 0.3528 0.93
H 1.5648 -3.7371 -4.1673 0.49
F -1.7199 -3.2908 1.1645 -0.35
F 5.4222 -1.4287 4.9597 -0.28
C 0.2951 5.2004 2.9963 0.14
H -1.1836 -3.9567 -0.8717 0.41
C -0.4183 1.6397 -5.9233 -0.16
C -0.6096 -5.8313 -1.7281 -0.65
N 0.3070 1.5876 -3.8766 -0.35
C 0.5533 4.0877 2.2172 -0.15
H 2.3890 1.5006 -4.2889 0.49
N -1.4609 1.7406 -1.7306 -0.26
N -0.7890 1.6497 -4.6499 0.26
C 0.5122 2.7117 4.1438 0.77
C 4.4264 -0.9105 4.2626 0.67
F 0.3897 -1.6021 0.7618 -0.52
C 0.1525 -1.0771 -2.2232 -2.70
```

Results
Multiplicity   2
Relative energy (zero: lowest compared OMol25 entry of this formula, charge and spin)   166.4 kJ/mol
Strongest force on any atom   2.123 eV/Å
Charge   +1
HOMO level (spin up / spin down)   -11.98 / -12.10 eV
⟨S²⟩   0.793